(1)
Density functional theory data (wB97M-V/def2-TZVPD) for one molecule with the formula C9H20BNOS at a distorted geometry.

The energy is -24703.611 eV. The calculation puts the LUMO energy at 0.37 eV. The calculation puts the molecular weight at 201.14 g/mol. The calculation puts the HOMO-LUMO gap at 8.06 eV.

Atoms and positions in Å:
B -1.06 -0.32 0.07
C 1.73 -0.35 0.66
C 1.09 0.89 -0.17
C 2.06 -1.51 -0.32
C 2.94 0.09 1.42
C 0.88 2.12 0.83
C 1.79 1.12 -1.42
C -3.47 -1.59 0.45
C -2.99 -0.35 -1.58
C -2.62 -0.46 -0.09
N 0.72 -0.78 1.60
O -0.28 0.56 -0.46
S -3.13 1.06 0.96
H 2.58 -2.32 0.20
H 2.68 -1.21 -1.16
H 1.20 -1.84 -0.95
H 3.31 -0.59 2.08
H 2.74 0.99 1.95
H 3.68 0.13 0.67
H -0.04 2.56 0.38
H 1.80 2.61 0.70
H 0.64 1.64 1.75
H 1.50 2.10 -1.90
H 1.48 0.30 -2.02
H 2.81 1.20 -1.37
H -3.75 -2.44 -0.11
H -4.37 -0.99 0.85
H -2.89 -1.98 1.38
H -4.07 0.00 -1.80
H -2.32 0.56 -1.98
H -2.64 -1.22 -2.20
H 0.84 -1.80 1.64
H -2.84 1.80 -0.06

---

(2)
Density functional theory data (wB97M-V/def2-TZVPD) for a 2-piece molecular cluster, C9H20BrN overall at a distorted geometry.

The energy is -81188.418 eV. The calculation puts the LUMO energy at -0.08 eV. The calculation puts the molecular weight at 222.17 g/mol. The calculation puts the HOMO-LUMO gap at 6.36 eV.

Atoms and positions in Å:
C 2.57 -2.09 -2.56
C 1.13 -1.59 -2.23
C 1.04 -0.25 -1.52
C -0.40 0.14 -1.01
N -0.39 0.78 0.44
C -1.81 1.15 0.87
C -2.40 0.02 1.70
C -1.27 -0.94 2.03
C 0.06 -0.25 1.54
C 0.47 2.05 0.52
H 2.61 -3.14 -2.87
H 3.21 -1.86 -1.71
H 2.91 -1.55 -3.44
H 0.65 -2.32 -1.57
H 0.50 -1.62 -3.12
H 1.38 0.51 -2.21
H 1.67 -0.31 -0.63
H -1.10 -0.69 -0.86
H -0.86 0.78 -1.76
H -1.81 2.05 1.48
H -2.29 1.38 -0.08
H -2.76 0.40 2.65
H -3.25 -0.42 1.18
H -1.27 -1.36 3.04
H -1.53 -1.87 1.52
H 0.43 0.36 2.36
H 0.75 -0.97 1.10
H 0.12 2.79 -0.20
H 1.52 1.91 0.23
H 0.46 2.47 1.53
Br -0.35 4.45 3.59

---

(3)
Density functional theory data (wB97M-V/def2-TZVPD) for C9H20LuNO4PS2 as an isolated structure at a distorted geometry.

The charge is +3. The energy is -83875.258 eV. The calculation puts the LUMO energy at -15.39 eV. The calculation puts the molecular weight at 476.34 g/mol. The calculation puts the HOMO-LUMO gap at 2.11 eV.

Atoms and positions in Å:
C -0.52 3.77 -0.33
C -0.17 2.15 -0.09
C -1.06 1.69 1.21
C -1.44 0.10 1.27
C -0.34 -0.58 2.34
N -1.47 -0.58 -0.08
C -0.85 -1.96 -0.06
O -1.56 -2.96 0.54
O 0.44 -2.36 -0.64
C 0.95 -1.38 -1.61
S 2.29 -0.24 -0.87
C 3.75 -1.28 -0.33
C 4.64 -1.74 -1.64
P -3.07 -0.55 -0.85
O -3.16 0.97 -1.74
O -4.42 -0.66 0.24
S -3.28 -2.00 -2.16
H 0.51 4.26 -0.66
H -0.89 4.31 0.64
H -1.25 3.90 -1.26
H 0.96 2.11 0.19
H -0.45 1.63 -1.10
H -0.39 1.95 2.17
H -2.02 2.37 1.32
H -2.48 0.03 1.84
H -0.29 0.09 3.32
H -0.80 -1.62 2.71
H 0.73 -0.69 1.88
H 0.11 -0.78 -2.19
H 1.53 -2.00 -2.45
H 3.44 -2.17 0.37
H 4.47 -0.57 0.31
H 4.82 -2.90 -1.53
H 4.05 -1.44 -2.61
H 5.70 -1.19 -1.59
H -3.76 1.63 -1.28
H -5.26 -1.00 -0.22
Lu 0.54 -0.33 4.93

---

(4)
Density functional theory data (wB97M-V/def2-TZVPD) for an isolated ion of composition C9H20N3 and charge +1 at a distorted geometry.

The charge is +1. The energy is -14115.322 eV. The calculation puts the LUMO energy (spin up / spin down) at -2.41 / -3.93 eV. The calculation puts the molecular weight at 170.28 g/mol. The calculation puts the HOMO-LUMO gap (spin up / spin down) at 9.63 / 6.11 eV.

Atoms and positions in Å:
C 3.04 0.41 1.92
C 2.77 -1.04 1.90
C 1.29 -1.30 1.64
C 0.93 -1.46 0.18
C -0.42 0.65 0.01
C -0.67 1.37 1.26
C -1.55 -1.55 0.39
C -1.69 0.94 -2.62
C 0.26 1.33 -1.09
N 2.64 1.43 1.44
N -0.41 -0.78 -0.18
N -0.24 0.73 -2.35
H 3.37 -1.36 1.02
H 3.05 -1.41 2.90
H 1.04 -2.23 2.26
H 0.77 -0.52 2.30
H 1.61 -1.04 -0.42
H 0.61 -2.40 -0.08
H -1.21 2.29 1.18
H 0.19 1.78 1.74
H -1.26 0.88 2.00
H -1.98 -2.02 -0.51
H -1.47 -2.35 1.16
H -2.41 -0.89 0.79
H -2.16 0.02 -2.71
H -2.03 1.42 -1.79
H -1.80 1.57 -3.45
H 1.39 1.42 -1.13
H 0.04 2.44 -0.80
H 2.93 2.35 1.63
H -0.30 -0.83 -1.16
H 0.31 1.15 -3.17

---

(5)
Density functional theory data (wB97M-V/def2-TZVPD) for an isolated ion of composition C9H20N4 and charge +2 at a distorted geometry.

The charge is +2. The energy is -15594.542 eV. The calculation puts the LUMO energy (spin up / spin down) at -9.40 / -10.59 eV. The calculation puts the molecular weight at 184.29 g/mol. The calculation puts the HOMO-LUMO gap (spin up / spin down) at 8.23 / 5.95 eV.

Atoms and positions in Å:
C -2.20 -0.52 0.69
C 0.32 -1.60 -0.73
C 0.57 -0.54 0.20
C 1.24 -2.81 -0.48
C 1.07 1.78 1.07
C 0.07 1.42 -1.22
C 2.54 0.68 -0.66
C -4.37 -0.12 -0.34
C 1.00 0.82 -0.11
N -1.89 -1.55 0.13
N -1.00 -2.22 -0.37
N -3.29 0.15 0.61
N 0.73 -1.04 1.62
H 0.43 -1.27 -1.80
H 0.93 -3.37 0.45
H 2.24 -2.74 -0.34
H 1.16 -3.56 -1.24
H 1.20 2.81 0.69
H 2.04 1.57 1.72
H 0.17 1.88 1.58
H -0.03 0.72 -1.99
H -0.83 1.76 -0.68
H 0.49 2.31 -1.57
H 3.17 0.29 0.23
H 2.96 1.74 -0.96
H 2.53 -0.03 -1.43
H -5.23 0.30 0.03
H -4.61 -1.20 -0.50
H -4.09 0.28 -1.34
H -3.66 0.88 1.25
H 0.94 -0.26 2.22
H 1.46 -1.79 1.70
H -0.11 -1.50 1.99

---

(6)
Density functional theory data (wB97M-V/def2-TZVPD) for a 2-piece molecular cluster, C9H20N5 overall at a distorted geometry.

The charge is +1. The energy is -17101.541 eV. The calculation puts the LUMO energy at -3.09 eV. The calculation puts the molecular weight at 198.29 g/mol. The calculation puts the HOMO-LUMO gap at 9.96 eV.

Atoms and positions in Å:
C -0.99 -0.86 0.14
C 0.85 -2.28 0.34
C -0.49 -2.15 0.31
C 1.20 -0.07 0.10
C -2.76 0.53 1.39
C -2.85 0.00 -1.17
C 3.21 1.02 1.14
C -2.43 -0.50 0.28
C 1.95 1.20 0.18
N -0.13 0.16 -0.07
N 1.66 -1.23 0.46
N 1.51 -3.46 0.55
N 1.24 -0.60 -2.30
N 1.07 2.25 0.67
H -1.19 -3.02 0.39
H 0.38 -1.00 -2.73
H -2.59 0.10 2.43
H -3.80 0.86 1.21
H -2.16 1.48 1.28
H -2.17 -0.59 -1.93
H -2.70 1.16 -1.31
H -3.96 -0.29 -1.43
H 4.14 0.84 0.52
H 3.13 0.14 1.82
H 3.38 2.00 1.51
H -3.20 -1.29 0.40
H 2.39 1.27 -0.87
H 1.15 -4.39 0.37
H 2.39 -3.42 0.95
H 1.79 -1.35 -2.59
H 1.59 0.13 -2.87
H 0.95 2.24 1.67
H -0.28 1.11 0.09
H 1.37 3.19 0.36

---

(7)
Density functional theory data (wB97M-V/def2-TZVPD) for a 2-piece molecular cluster, C9H20NOP overall at a distorted geometry.

The energy is -22478.685 eV. The calculation puts the LUMO energy at -1.59 eV. The calculation puts the molecular weight at 189.24 g/mol. The calculation puts the HOMO-LUMO gap at 3.63 eV.

Atoms and positions in Å:
C 5.13 1.02 -0.03
C 4.11 0.06 0.67
P 2.78 -0.57 -0.53
C 2.62 -2.43 -0.28
C 1.22 0.29 0.06
C 0.67 1.31 -0.96
N -0.57 1.51 -0.69
C -1.07 0.70 0.45
C -0.08 -0.53 0.38
H 6.07 0.51 -0.28
H 4.72 1.50 -0.93
H 5.38 1.82 0.68
H 3.62 0.64 1.48
H 4.62 -0.80 1.14
H 1.71 -2.66 0.31
H 2.55 -2.88 -1.29
H 3.53 -2.77 0.24
H 1.42 0.86 1.00
H 1.29 1.74 -1.75
H -1.16 2.16 -1.21
H -2.10 0.37 0.16
H -1.09 1.21 1.42
H -0.16 -1.01 1.36
H -0.41 -1.17 -0.45
C -5.70 -0.73 -0.54
C -5.48 0.54 0.32
O -4.31 0.46 0.98
H -5.73 -1.63 0.09
H -6.66 -0.68 -1.08
H -4.91 -0.85 -1.28
H -6.41 0.63 0.94
H -5.61 1.39 -0.39

---

(8)
Density functional theory data (wB97M-V/def2-TZVPD) for a 2-piece molecular cluster, C9H20S2 overall at a distorted geometry.

The energy is -31323.471 eV. The calculation puts the LUMO energy (spin up / spin down) at 0.24 / 0.61 eV. The calculation puts the molecular weight at 192.39 g/mol. The calculation puts the HOMO-LUMO gap (spin up / spin down) at 7.46 / 7.88 eV.

Atoms and positions in Å:
C -1.15 1.40 -1.26
C -3.06 0.22 -0.18
C -1.33 1.44 1.18
C 2.23 0.71 0.92
C 2.18 -0.22 -1.50
C 2.16 -1.78 0.43
C -1.57 0.55 -0.06
C 1.91 -0.43 -0.01
C -0.72 -0.76 -0.08
S -1.13 -1.85 1.32
S -0.91 -1.75 -1.53
H -0.11 1.24 -1.50
H -1.20 2.50 -0.93
H -1.65 1.00 -2.18
H -3.36 -0.45 -0.94
H -3.56 -0.18 0.84
H -3.54 1.26 -0.31
H -1.98 0.94 1.99
H -0.22 1.61 1.30
H -1.92 2.33 1.06
H 1.87 0.49 1.85
H 3.31 0.79 1.11
H 1.70 1.69 0.54
H 1.21 -0.38 -1.90
H 2.65 0.79 -1.55
H 2.90 -0.98 -1.80
H 3.14 -1.98 0.67
H 1.71 -2.46 -0.34
H 1.56 -1.99 1.43
H -0.86 -0.97 2.27
H -0.27 -2.79 -0.86

---

(9)
Density functional theory data (wB97M-V/def2-TZVPD) for C9H21BaO12 as an isolated structure at a distorted geometry.

The charge is -1. The energy is -34937.688 eV. The calculation puts the LUMO energy at 0.23 eV. The calculation puts the molecular weight at 458.58 g/mol. The calculation puts the HOMO-LUMO gap at 3.34 eV.

Atoms and positions in Å:
Ba -10.88 -16.03 -21.46
O -7.56 -12.62 -20.58
C -7.97 -13.49 -21.41
O -8.45 -14.53 -21.03
O -8.23 -12.90 -22.50
H -7.68 -12.16 -21.41
O -12.48 -12.43 -21.13
C -11.62 -12.59 -20.13
O -11.11 -13.74 -19.93
O -11.13 -11.66 -19.46
H -12.68 -11.49 -21.06
O -5.27 -14.56 -19.73
C -5.65 -15.21 -18.63
O -5.14 -16.28 -18.20
O -6.61 -14.62 -18.12
H -5.91 -13.84 -19.67
C -6.91 -17.45 -22.45
C -8.05 -18.12 -21.82
O -9.20 -18.00 -22.59
H -6.66 -17.77 -23.46
H -6.07 -17.54 -21.76
H -7.07 -16.37 -22.47
H -8.30 -17.88 -20.79
H -7.71 -19.16 -21.71
H -9.35 -18.87 -22.98
C -10.01 -9.73 -23.69
C -11.19 -10.60 -24.15
O -11.80 -9.81 -25.18
H -10.32 -8.85 -23.12
H -9.36 -9.51 -24.53
H -9.38 -10.36 -23.07
H -11.84 -10.84 -23.31
H -10.95 -11.57 -24.58
H -11.51 -10.27 -25.97
C -10.55 -14.81 -26.07
C -9.47 -15.44 -25.21
O -9.73 -15.11 -23.87
H -10.45 -15.07 -27.13
H -10.65 -13.72 -26.01
H -11.50 -15.25 -25.76
H -8.41 -15.22 -25.31
H -9.61 -16.51 -25.35
H -9.30 -14.26 -23.76

---

(10)
Density functional theory data (wB97M-V/def2-TZVPD) for a 4-piece molecular cluster, C9H21BrN3O3 overall at a distorted geometry.

The charge is -1. The energy is -90328.845 eV. The calculation puts the LUMO energy at 3.13 eV. The calculation puts the molecular weight at 299.19 g/mol. The calculation puts the HOMO-LUMO gap at 8.89 eV.

Atoms and positions in Å:
Br -0.80 -0.71 -0.70
C 0.69 -2.48 2.38
C 0.49 -1.25 3.28
O 1.02 -1.16 4.35
N -0.23 -0.14 2.69
C -0.28 1.10 3.37
H 1.04 -3.13 3.06
H 1.13 -1.85 1.64
H -0.18 -2.66 1.87
H -0.40 -0.27 1.69
H 0.40 1.78 3.04
H -0.41 1.21 4.51
H -1.20 1.68 3.33
C 2.88 0.97 0.77
C 3.32 -0.37 0.13
O 4.49 -0.81 0.45
N 2.70 -1.10 -0.77
C 2.94 -2.45 -1.23
H 3.61 1.70 1.37
H 2.20 0.66 1.62
H 2.17 1.61 0.29
H 1.67 -0.78 -0.77
H 3.92 -2.75 -1.62
H 2.46 -2.63 -2.14
H 2.67 -3.31 -0.62
C -4.51 0.35 -2.16
C -3.77 1.54 -2.61
O -4.26 2.57 -2.88
N -2.41 1.38 -2.79
C -1.49 2.37 -3.16
H -5.66 0.44 -2.24
H -4.17 0.15 -0.98
H -4.49 -0.17 -3.07
H -2.05 0.53 -2.24
H -1.73 3.34 -3.00
H -1.32 2.39 -4.17
H -0.44 2.24 -2.69

---

(11)
Density functional theory data (wB97M-V/def2-TZVPD) for C9H21CeCl2O5P2 as an isolated structure at a distorted geometry.

The expectation value of S² is 0.75. The charge is +2. The energy is -76451.063 eV. The calculation puts the LUMO energy (spin up / spin down) at -7.63 / -7.58 eV. The calculation puts the molecular weight at 482.23 g/mol. The spin multiplicity is 2. The calculation puts the HOMO-LUMO gap (spin up / spin down) at 8.07 / 8.11 eV.

Atoms and positions in Å:
C -2.74 2.62 -1.27
C -2.47 1.43 -0.42
H -1.84 3.24 -1.42
H -3.50 3.25 -0.77
H -3.15 2.30 -2.24
O -1.35 1.15 0.10
Cl -3.83 0.38 -0.27
Ce 0.55 -0.54 0.46
P -0.22 -0.69 -2.76
C 1.06 -0.47 -4.07
C -0.77 -2.43 -2.97
H -2.54 -0.08 -3.17
H -1.62 -0.35 -4.67
H -1.40 1.17 -3.77
C -1.58 0.09 -3.66
H -1.62 -2.58 -2.30
H -1.10 -2.61 -4.00
H 0.61 -0.66 -5.06
H 1.92 -1.13 -3.90
H 0.02 -3.13 -2.68
H 1.38 0.59 -4.03
C 2.42 0.10 -1.14
O 3.29 0.49 -1.80
Cl 0.99 -3.03 -0.03
C -1.40 0.71 3.09
O -0.39 -0.27 2.73
P 0.56 -1.10 3.88
O 0.99 0.08 4.89
C 1.75 1.26 4.55
O 1.71 -1.03 2.59
C 3.08 -1.49 2.77
H -2.37 0.33 2.74
H -1.18 1.65 2.57
H -1.39 0.88 4.18
H 1.61 1.59 3.50
H 1.39 2.06 5.21
H 2.81 1.04 4.75
H 3.67 -0.71 3.26
H 3.10 -2.42 3.36
H 3.50 -1.70 1.78

---

(12)
Density functional theory data (wB97M-V/def2-TZVPD) for a 5-piece molecular cluster, C9H21Cl9O8P2 overall at a distorted geometry.

The expectation value of S² is 0.76. The charge is +1. The energy is -157326.267 eV. The calculation puts the LUMO energy (spin up / spin down) at -2.04 / -9.02 eV. The calculation puts the molecular weight at 638.28 g/mol. The spin multiplicity is 2. The calculation puts the HOMO-LUMO gap (spin up / spin down) at 10.40 / 3.42 eV.

Atoms and positions in Å:
C 0.00 -1.32 -1.23
O 0.74 -1.24 -2.44
P 0.75 0.11 -3.26
O -0.61 0.51 -3.79
O 1.20 1.21 -2.10
C 2.48 0.99 -1.56
O 2.00 -0.05 -4.20
C 2.02 0.50 -5.48
H -0.62 -0.50 -0.85
H 0.68 -1.53 -0.40
H -0.58 -2.24 -1.16
H 2.51 1.26 -0.51
H 3.32 1.48 -2.05
H 2.73 -0.07 -1.58
H 2.85 1.22 -5.50
H 1.06 0.96 -5.70
H 2.22 -0.26 -6.24
C -1.16 1.65 1.15
O -0.47 2.20 0.07
P -1.29 2.95 -1.09
O -2.10 2.08 -2.01
O -0.19 3.95 -1.77
C -0.73 4.88 -2.71
O -2.28 3.97 -0.31
C -1.92 4.99 0.59
H -2.14 2.12 1.11
H -0.87 1.93 2.16
H -1.20 0.56 1.12
H -0.99 5.72 -2.07
H -1.61 4.57 -3.28
H 0.03 5.20 -3.43
H -2.25 4.82 1.61
H -2.20 6.01 0.29
H -0.83 5.06 0.70
C -1.23 -7.16 2.76
Cl -1.20 -7.98 4.27
Cl 0.45 -6.84 2.24
Cl -2.18 -5.66 2.87
H -1.74 -7.80 2.04
C 2.59 -3.61 5.15
Cl 2.43 -5.38 5.40
Cl 3.43 -3.15 3.66
Cl 3.47 -3.07 6.65
H 1.58 -3.19 5.17
C -1.68 -2.06 3.11
Cl -0.22 -1.61 2.23
Cl -2.80 -0.66 3.16
Cl -1.31 -2.65 4.71
H -2.14 -2.85 2.52

---

(13)
Density functional theory data (wB97M-V/def2-TZVPD) for C9H21ClNO3PS2Ta as an isolated structure at a distorted geometry.

The charge is -1. The energy is -62338.908 eV. The calculation puts the LUMO energy at 2.07 eV. The calculation puts the molecular weight at 502.78 g/mol. The calculation puts the HOMO-LUMO gap at 5.77 eV.

Atoms and positions in Å:
C 0.36 -2.87 0.40
Ta 1.49 -1.74 -1.14
O 0.03 -0.59 -1.67
C 2.49 -0.22 0.15
C 2.57 1.17 -0.55
C 1.68 2.25 0.08
S 0.52 3.04 -1.08
C -0.88 3.34 -0.08
S -1.69 4.76 -0.10
N -1.30 2.22 0.66
C -2.00 2.46 1.91
C -2.06 1.13 2.64
O -2.89 0.23 1.92
C -2.35 -0.02 0.61
C -2.02 1.23 -0.17
P 0.62 -3.78 -2.60
O 0.22 -5.07 -1.64
Cl 2.25 -4.63 -3.64
H 0.09 -2.14 1.18
H -0.55 -3.34 0.03
H 0.97 -3.66 0.84
H 2.25 -1.45 -2.81
H 3.03 -2.69 -0.87
H -0.05 -0.40 -2.61
H 1.90 -0.16 1.08
H 3.49 -0.55 0.43
H 2.36 1.11 -1.63
H 3.61 1.52 -0.48
H 1.09 1.87 0.91
H 2.29 3.08 0.45
H -1.48 3.23 2.48
H -3.03 2.81 1.73
H -2.50 1.23 3.64
H -1.05 0.69 2.73
H -3.13 -0.58 0.09
H -1.47 -0.66 0.69
H -1.35 0.93 -0.98
H -2.92 1.72 -0.59
H -0.57 -5.49 -2.00